(1)
104
Properties=species:S:1:pos:R:3:forces:R:3 method="wB97M-V/def2-TZVPD" e_homo_ev=-10.53 charge=+1 gap_ev=5.36 energy_ev=-69618.6679 multiplicity=1
I -2.37298 0.93266 0.41031 -0.7 -0.6 1.3
S -2.23355 1.06613 -2.44404 1.4 0.7 -1.3
O 2.27291 1.77974 -2.98701 0.5 0.0 0.2
O 6.95392 -5.36517 -0.11186 0.3 0.5 0.3
O -6.07183 4.93669 -1.72210 4.6 -5.8 4.5
O -4.78040 2.83413 -1.26233 -2.2 1.5 0.5
O 1.03854 -5.01899 -0.08557 0.1 0.3 -0.6
O -5.24913 6.88327 3.19047 0.1 0.5 -0.2
N 9.04560 -5.37177 -2.09001 -0.4 0.1 0.0
N 2.24168 -7.63321 -0.00439 -0.5 0.2 -0.1
N -3.28401 -0.30198 -2.17426 0.0 -2.5 -2.5
N -3.85960 -2.06002 -3.80884 2.5 1.2 2.2
N -1.47458 -2.10340 -2.85129 -3.6 1.3 0.9
N 1.77462 0.83184 -0.31465 -0.1 -0.2 -0.3
N -3.46509 7.38052 5.39461 0.0 -0.2 -0.4
C 4.00781 -6.09498 -0.68457 0.2 -0.1 -0.2
C -5.06453 9.22166 5.38842 0.0 0.3 0.2
C -4.97840 4.75708 0.58490 1.1 0.4 -0.9
C 1.55689 -5.60438 -1.28350 -0.2 -0.5 0.0
C -3.97107 8.50790 4.59884 -0.3 -0.3 0.0
C -5.33981 4.15367 -0.92514 -2.9 3.9 -1.9
C 2.64490 -6.67820 -1.04632 0.0 0.3 0.4
C 1.84185 -3.98046 0.45352 -0.2 -0.2 0.4
C 9.23855 -4.64211 -0.82881 -0.2 -0.3 0.1
C -5.72059 0.07270 0.75195 -0.9 0.0 1.3
C 3.36569 1.37597 -2.15683 -0.2 -0.3 0.1
C -6.61816 7.13399 3.46859 0.0 -0.4 0.1
C 7.88645 -4.28188 -0.16915 -0.1 0.0 -0.4
C 3.07015 1.44506 -0.63993 -0.1 0.3 -0.3
C -2.87805 -1.52626 -2.96390 0.0 0.8 -0.6
C -3.43203 -0.61993 -0.67505 0.4 -2.8 -0.1
C -5.87419 1.81611 -1.40472 -2.2 1.5 -0.2
C 3.10364 2.86288 -0.07671 0.1 0.1 0.3
C -4.95075 -0.95867 -0.23425 -1.1 -0.3 0.2
C -1.17421 -2.07784 -1.34028 0.4 0.7 0.8
C 10.16171 -5.45194 0.07699 0.3 0.0 0.1
C 7.16053 -6.25871 0.97136 -0.2 -0.3 -0.2
C -6.43598 1.36551 0.05677 -0.8 -0.2 -0.1
C -4.42333 8.05137 3.19167 0.3 -0.2 0.1
C -2.55621 -2.02984 -0.46182 0.8 0.0 1.2
C 2.14926 3.18426 -3.14979 -0.4 -0.1 -0.2
H -6.95535 8.09224 3.06506 0.1 0.0 0.1
H 4.27603 1.92874 -2.41648 -0.1 0.1 0.0
H -5.89215 5.32174 1.07324 1.8 -1.5 -1.2
H -2.23553 -2.06000 0.68775 -0.7 0.0 -2.6
H 1.89957 -4.82888 -1.97836 0.2 0.1 0.1
H -3.52674 7.77667 2.62314 -0.1 -0.1 0.1
H 10.19259 -5.02891 1.08625 0.0 -0.1 -0.1
H -4.90241 8.86666 2.63718 -0.1 0.0 0.1
H 1.79346 -0.14647 -0.60631 0.1 0.1 0.2
H 3.85654 0.87612 -0.12856 -0.1 0.0 -0.1
H 8.50909 -4.78360 -2.72933 0.2 -0.1 0.0
H -1.92639 1.17586 -3.81016 -1.1 -0.9 0.7
H -5.63165 -1.10462 -1.20351 1.6 0.4 1.9
H 4.26403 -5.25740 -1.34132 0.0 -0.1 0.1
H 6.20233 -6.73130 1.20867 0.1 0.1 -0.1
H -4.95694 -2.02633 0.29575 0.2 2.4 -1.1
H -5.60516 0.95171 -2.14450 0.1 1.7 1.7
H 2.76913 -7.22936 -1.98674 -0.2 0.1 0.1
H 2.57804 -4.39873 1.14260 0.2 0.2 -0.1
H 9.86252 -6.50076 0.15491 -0.1 0.2 0.0
H 4.05575 -5.74509 0.35027 -0.1 0.0 -0.1
H 2.20861 3.43820 -0.32880 0.1 -0.1 -0.1
H 3.11955 3.68714 -3.17012 0.0 0.0 0.1
H -0.51978 -3.02705 -1.08125 -1.5 1.9 -0.5
H 2.33402 -3.39000 -0.32359 0.1 -0.1 -0.1
H 4.78855 -6.85551 -0.79745 -0.2 0.2 0.0
H -5.80905 8.53225 5.79585 0.1 0.0 -0.1
H 1.07486 1.25350 -0.93305 0.2 0.0 0.2
H -6.61146 -0.55229 1.24853 2.0 1.3 -1.1
H 1.37847 -8.09261 -0.29822 0.2 -0.1 0.0
H -0.56892 -1.08713 -1.15598 -1.1 -2.0 0.1
H 3.97746 3.41113 -0.44327 -0.1 -0.1 0.0
H -4.17581 6.64312 5.36332 0.2 0.3 0.1
H 3.55731 0.32743 -2.41450 -0.1 0.1 0.0
H -4.63018 9.75707 6.24010 0.0 -0.2 -0.2
H 7.84967 -7.05139 0.67390 0.1 0.0 0.2
H -3.21932 -2.99669 -0.61818 1.2 2.0 0.0
H 7.40537 -3.51376 -0.78648 0.0 -0.2 0.0
H 8.41309 -6.15392 -1.89503 0.3 0.2 0.0
H 1.64342 3.37210 -4.10197 0.1 -0.1 0.1
H 7.52422 -5.74864 1.86709 0.1 0.0 -0.1
H -2.66927 6.96692 4.90664 -0.1 0.1 0.2
H 1.19324 -3.31593 1.03276 0.0 -0.1 -0.1
H 9.75276 -3.69941 -1.05359 -0.2 0.0 0.0
H -6.75952 2.42064 -1.93221 1.8 -1.5 1.0
H 3.16420 2.83582 1.01704 0.0 0.0 -0.2
H 0.70123 -6.09338 -1.76442 0.0 0.0 0.2
H -4.56966 -1.41623 -4.27133 0.9 -1.4 1.5
H 1.95663 -7.08731 0.81451 0.2 -0.2 -0.2
H -3.87198 -3.10404 -3.89002 0.3 1.5 -0.7
H -4.15881 5.60215 0.38805 -1.8 -1.8 0.4
H -3.15220 9.22493 4.46117 0.0 -0.1 -0.1
H 8.02691 -3.83703 0.82284 0.1 -0.1 0.1
H -5.58366 9.95677 4.76502 0.0 -0.1 0.1
H -4.46610 3.97167 1.28791 -1.3 1.4 -1.4
H -7.58909 1.09258 -0.08892 2.5 0.6 0.2
H -6.44361 2.27977 0.82238 0.2 -1.9 -1.9
H 1.51910 3.59663 -2.35946 0.1 0.2 0.0
H -0.81438 -1.45463 -3.34871 -1.0 -0.9 0.3
H -5.08922 0.44422 1.69497 -1.0 -1.0 -2.3
H -6.79413 7.08691 4.54496 -0.2 0.2 0.0
H 11.18402 -5.44345 -0.31735 -0.2 0.0 0.0
H -7.20957 6.33769 3.00605 0.1 0.1 0.0

=====

(2)
40
Properties=species:S:1:pos:R:3:forces:R:3 method="wB97M-V/def2-TZVPD" e_homo_ev="-15.47 / -15.49" e_above_lowest_ev=0.598 charge=+2 gap_ev="7.50 / 5.86" s2=0.7746 energy_ev=-75045.8888 multiplicity=2
Ti -1.20082 0.55179 0.05213 -0.9 -0.2 0.6
P -1.77864 1.89546 -2.63328 0.0 0.1 -0.2
F -0.39064 1.72477 -1.26923 -0.1 0.2 -0.5
F -2.61412 0.89548 -1.28401 0.2 0.2 -0.3
F -0.79518 2.69627 -3.50415 0.0 0.0 0.0
F -3.04570 1.85036 -3.49707 0.0 0.0 0.1
F -1.23637 0.50869 -3.09479 0.1 -0.2 0.1
F -2.21097 3.11197 -1.77746 -0.1 0.1 0.3
O 3.53320 -1.13759 -1.49160 0.0 0.0 -0.1
O -0.60889 -0.97822 -0.82995 0.8 -0.3 -0.6
O -1.69089 0.03168 1.66643 0.0 0.1 0.7
N -2.77509 3.28115 1.33300 0.3 0.3 0.1
N 1.47822 -0.36776 -0.16886 0.0 0.5 0.7
N 0.65768 0.26287 0.77102 0.5 0.0 -0.3
C 1.30307 -1.76879 -2.09030 0.1 0.1 0.3
C 1.14262 -3.18614 -4.03808 -0.1 0.1 0.1
C 0.70579 -1.00430 -0.97922 -0.4 -0.4 -0.5
C 3.33635 -2.52016 -3.35058 -0.1 0.1 0.2
C 0.53703 -2.45910 -2.97173 -0.1 -0.3 -0.4
C -1.55425 0.64199 5.24390 -0.1 0.0 0.0
C 0.62196 1.03996 4.32469 0.0 0.0 0.1
C 1.06644 0.49354 1.97631 0.0 -0.1 0.1
C -1.92303 2.59200 0.99112 -0.3 -0.1 -0.1
C 2.53744 -3.20763 -4.21420 -0.1 0.0 0.0
C 0.13706 0.70616 3.04888 0.4 0.0 0.0
C -1.21822 0.34927 2.91308 -0.3 -0.2 -0.7
C 2.73734 -1.78396 -2.27096 0.1 0.0 -0.1
C -0.22412 1.03039 5.41008 0.0 0.0 0.0
C -2.05894 0.28632 4.00093 0.0 0.1 0.2
H 1.66787 1.29721 4.44111 0.0 0.0 0.0
H 4.41474 -2.49516 -3.43693 0.0 0.0 0.0
H 2.99123 -0.64658 -0.79819 0.1 0.0 0.1
H 2.96696 -3.76647 -5.03414 0.0 0.0 0.0
H -0.53952 -2.45828 -2.86155 0.0 0.0 0.0
H -2.21240 0.60726 6.10276 0.0 0.0 0.0
H -3.45635 3.97273 1.59989 0.0 0.0 0.0
H 2.13073 0.41513 2.18548 0.0 0.0 0.1
H -3.08501 -0.02945 3.87105 0.0 0.0 0.0
H 0.50994 -3.73166 -4.72572 0.0 0.0 0.0
H 0.14350 1.29882 6.39015 0.0 0.0 0.0

=====

(3)
86
Properties=species:S:1:pos:R:3:forces:R:3 method="wB97M-V/def2-TZVPD" e_homo_ev=-6.49 e_above_lowest_ev=0.000 gap_ev=6.54 energy_ev=-130851.3975 multiplicity=1
Br -5.27639 1.80701 3.79325 0.7 0.1 -0.1
P -4.55213 0.55213 0.93226 -1.3 2.0 -0.6
F 4.10323 -0.42141 2.79925 0.1 0.4 -0.2
F 5.29707 0.76516 1.43743 -0.4 0.4 0.0
F 3.75492 1.71022 2.67126 0.2 -0.1 -0.4
O -0.26533 2.86529 4.50813 0.3 -0.5 -0.5
O 0.19236 -0.38730 4.31410 -0.3 0.4 0.1
N 3.15153 3.04101 -1.94557 0.9 0.6 -0.5
N 2.86583 -1.67140 -2.48045 0.5 -0.3 0.2
N -7.28555 -3.01811 -1.85231 0.1 -0.1 -0.7
N 0.54429 1.97522 1.97548 -1.4 -0.9 -1.4
N -1.47614 0.79360 0.23709 1.0 0.3 0.4
C -4.22043 0.25529 -0.85026 1.0 -1.4 -0.6
C -1.77889 1.30693 1.46682 -0.8 -0.2 -0.1
C 0.76261 1.96834 4.92815 0.8 -0.5 0.6
C -0.78220 1.85752 2.30267 0.0 0.7 1.5
C -5.61913 -2.13837 0.96203 0.0 0.0 0.8
C -7.12800 -1.31085 -5.15291 0.0 0.0 0.0
C 6.58798 3.03209 -2.37141 0.2 -0.2 0.0
C 3.72268 -2.41051 -2.25638 -0.4 -0.1 -0.1
C 0.77727 1.46673 0.78649 1.5 0.3 -0.9
C 4.81888 -3.36054 -1.96973 -0.1 0.4 0.1
C 5.56995 4.07439 -1.90817 -0.2 -0.3 -0.2
C 2.22749 1.52441 0.27714 -0.5 0.1 0.8
C -6.69564 -3.68129 -4.32491 0.1 0.3 0.2
C 2.99734 0.28828 0.85947 0.0 0.7 -0.6
C 6.60054 1.80345 -1.47672 0.1 -0.1 0.0
C -0.91579 0.53130 6.31339 0.5 -1.0 0.2
C 6.13800 -2.60222 -1.81547 0.2 0.1 -0.1
C -0.20390 0.87040 -0.07421 -0.2 0.1 0.3
C -5.44672 -0.83056 1.78650 0.6 -0.8 0.2
C 6.51856 -1.83875 -3.07556 0.1 0.1 0.0
C 4.21227 3.49333 -1.92914 -0.4 0.2 0.1
C 4.04192 0.63588 1.92123 -0.5 -1.2 0.4
C -3.45465 1.77469 3.13506 0.0 0.1 0.0
C -6.13859 -2.46857 -5.07800 -0.1 0.3 -0.1
C -2.47307 2.31492 4.01095 0.0 -0.2 -0.7
C -3.16289 1.24538 1.88177 0.2 -0.6 0.7
C -7.02602 -3.31324 -2.93648 -0.2 -0.1 0.4
C -3.44278 -1.05501 -1.24962 -0.4 0.1 -0.5
C 0.32048 0.56030 5.38481 0.4 0.0 0.6
C -1.16108 2.34118 3.60232 -0.7 -0.1 0.3
H -5.17964 0.23445 -1.39833 0.1 0.2 0.6
H 7.47374 -1.33090 -2.93527 0.0 0.0 0.0
H -5.22251 -2.12346 -4.59294 0.0 -0.1 0.0
H 0.12493 0.46235 -1.03659 -0.1 0.2 0.3
H 1.15720 0.17103 6.00584 -0.2 0.5 -0.2
H -1.85089 0.30198 5.78606 0.3 0.5 0.0
H 1.57534 1.84521 4.18766 -0.6 0.2 0.0
H -4.12824 -1.70764 -1.82250 0.3 0.1 0.3
H -7.37582 -0.93026 -4.16056 0.0 -0.1 0.0
H 3.52010 -0.24687 0.04954 -0.2 0.1 0.4
H -6.70178 -0.48319 -5.72083 0.0 0.0 0.0
H -4.75926 -2.79777 1.17448 -0.3 0.3 -0.5
H 2.63187 2.46029 0.70147 0.0 -0.4 -0.2
H 7.35372 1.09352 -1.82200 0.0 0.0 0.1
H -5.75612 -1.97590 -0.11181 0.1 -0.1 0.4
H 2.29039 1.64018 -0.82179 -0.2 -0.6 1.0
H 6.93314 -3.30882 -1.56919 -0.1 -0.1 0.1
H 5.59309 4.94454 -2.56508 -0.1 0.0 0.0
H -5.95951 -4.48583 -4.30909 -0.1 0.0 0.1
H -6.50921 -2.66629 1.34398 0.3 0.2 -0.3
H -4.88977 -1.06576 2.71316 -0.2 0.1 -0.4
H -0.97472 1.42761 6.94968 -0.1 -0.1 -0.5
H 7.58305 3.48157 -2.38348 -0.1 0.1 0.0
H 6.83220 2.06823 -0.44320 0.0 0.0 0.0
H 4.88363 -4.08441 -2.78360 -0.1 0.0 0.0
H 5.79535 4.41056 -0.89464 -0.1 0.0 0.0
H -2.73382 2.70031 4.99908 0.0 -0.2 -0.4
H 1.08491 -0.50335 3.96510 -0.2 -0.1 -0.1
H 5.77455 -1.07649 -3.31484 0.0 0.0 0.0
H 5.63682 1.28979 -1.49243 0.0 0.0 0.0
H -0.74981 -0.31347 7.00961 -0.2 0.3 -0.3
H -6.42084 -0.45064 2.13600 0.4 0.1 -0.4
H -7.59590 -4.05631 -4.81458 0.0 0.0 0.1
H -2.60881 -0.82613 -1.93401 -0.2 -0.1 0.5
H 2.26604 -0.38857 1.32783 0.5 0.1 -0.1
H -3.07849 -1.61878 -0.37823 0.0 0.3 -0.4
H 6.61535 -2.50852 -3.93283 0.0 0.0 0.0
H 1.24570 2.44283 5.80308 -0.4 0.0 -0.3
H 4.58408 -3.90340 -1.05346 -0.1 0.0 0.0
H -3.66344 1.09868 -1.28983 -0.3 0.0 0.7
H 6.06350 -1.90157 -0.97983 0.0 -0.1 0.0
H -8.05421 -1.61747 -5.64415 0.0 0.0 0.0
H -5.86943 -2.77459 -6.09110 0.0 -0.1 0.1
H 6.36362 2.72688 -3.39617 0.0 0.1 0.0